1.
Computed, not measured: one molecule with the formula C4H10N2S, with ωB97M-V/def2-TZVPD.

Output
SMILES: CN(C)N(C)C=S
Highest occupied orbital energy (eV): -8.2
Kohn-Sham gap (eV): 9.0
Charge: 0
Calculated total energy (Eh): -666.0528

CARTESIAN COORDINATES (ANGSTROEM)
C -1.23749 1.03411 0.72097
N -0.44659 0.57644 -0.40685
C -1.16424 -0.32620 -1.28239
N 0.78262 0.03451 0.00557
C 0.83191 -1.17099 0.82487
C 1.90751 0.65300 -0.37733
S 3.44153 0.21357 -0.02960
H -2.14379 1.60791 0.30967
H -0.62687 1.71598 1.29515
H -1.59499 0.19269 1.36713
H -0.50580 -0.59165 -2.10826
H -1.99447 0.18850 -1.69638
H -1.48337 -1.21666 -0.78759
H -0.18527 -1.48978 1.03883
H 1.39643 -1.98283 0.32313
H 1.35148 -0.94925 1.79190
H 1.67139 1.51065 -0.98884

***

2.
Computed, not measured: one molecule with the formula C4H10N2S2, with ωB97M-V/def2-TZVPD.

Output
SMILES: N[C@@H]1[C@H](S)[C@]1(N)CS
Highest occupied orbital energy (eV): -7.7
Kohn-Sham gap (eV): 8.2
Charge: 0
Calculated total energy (Eh): -1064.1310

CARTESIAN COORDINATES (ANGSTROEM)
N 0.24672 1.69436 -0.81047
C 0.74560 0.91714 0.26134
C 1.45661 -0.27856 -0.32329
S 1.81752 -0.38956 -1.84952
C 0.07608 -0.39500 0.34923
N 0.54590 -1.01372 1.67611
C -1.17135 -1.00329 -0.16317
S -2.48012 0.13701 0.60612
H 0.95455 2.39492 -0.70432
H -0.63228 1.95600 -0.36309
H 1.22332 1.16101 1.14009
H 2.11237 -0.61278 0.34280
H 1.09427 0.87532 -2.22017
H -0.20069 -0.91017 2.37158
H 0.56995 -2.09009 1.42433
H -1.43485 -2.09092 0.09999
H -1.50715 -0.83326 -1.25947
H -3.41646 0.48158 -0.57810

***

3.
Computed, not measured: a 2-piece molecular cluster, C4H10N3 overall, with ωB97M-V/def2-TZVPD.

Output
Highest occupied orbital energy (eV): -13.0
Kohn-Sham gap (eV): 9.5
Charge: +1
Calculated total energy (Eh): -322.2907

CARTESIAN COORDINATES (ANGSTROEM)
C -2.24160 -1.22628 0.41279
C -1.70607 -0.29630 1.14964
C 1.81577 0.76053 0.04889
C -0.45301 1.06041 0.17058
N 0.75484 1.00910 0.94123
N -0.12025 0.67820 -1.16702
N 1.13894 0.00518 -1.12452
H -2.88594 -1.98951 0.82731
H -2.10809 -1.29373 -0.66012
H -1.74628 -0.07918 2.19347
H 2.18099 1.69836 -0.38437
H 2.63652 0.18419 0.47557
H -1.00775 1.98836 0.21730
H 0.70279 0.40126 1.74776
H -0.85632 0.17176 -1.65044
H 1.64107 0.14553 -2.01244
H 1.07338 -1.00863 -0.92366

***

4.
Computed, not measured: a 2-piece molecular cluster, C4H10N3 overall, with ωB97M-V/def2-TZVPD.

Output
Highest occupied orbital energy (eV): -13.8
Kohn-Sham gap (eV): 8.2
Charge: +1
Calculated total energy (Eh): -322.2755

CARTESIAN COORDINATES (ANGSTROEM)
C -0.94620 -0.92734 -1.31906
C -0.91846 -0.34080 1.14395
C -1.37673 1.44818 -0.47500
C -1.15286 0.00655 -0.21632
N 3.91248 -0.78191 0.82339
N 1.89709 0.22983 0.52282
N 2.97604 -0.17282 0.62193
H -0.89791 -1.93468 -0.84662
H -1.84007 -0.75457 -1.89902
H -0.14706 -0.67938 -1.92611
H 0.15089 -0.03846 1.26003
H -0.96795 -1.34535 1.35462
H -1.45462 0.26459 1.79917
H -2.00221 1.84529 -1.28227
H -1.78193 1.98798 0.38609
H -0.35301 1.84049 -0.80144
H 4.90251 -0.64757 0.85384

***

5.
Computed, not measured: a 2-piece molecular cluster, C4H10N3 overall, with ωB97M-V/def2-TZVPD.

Output
Highest occupied orbital energy (spin up / spin down) (eV): -13.8 / -14.6
Kohn-Sham gap (spin up / spin down) (eV): 8.8 / 8.7
Charge: +1
Calculated total energy (Eh): -322.2430

CARTESIAN COORDINATES (ANGSTROEM)
C -0.86275 0.76431 1.29392
C -0.79436 0.42178 -0.02994
C -2.00851 0.37591 -0.89251
C 2.32130 1.05217 0.16150
N 0.60624 -2.23264 -0.13435
N 1.55887 0.05730 -0.06882
N 0.35314 0.04602 -0.61337
H -0.00378 0.73661 1.94476
H -1.79862 1.06285 1.73282
H -1.76314 0.00307 -1.88145
H -2.44203 1.37036 -0.98589
H -2.76420 -0.26616 -0.44269
H 3.33659 0.88649 0.48516
H 1.97693 2.06758 0.01715
H 0.64245 -2.69025 -1.04240
H -0.14547 -2.66472 0.39364
H 1.78734 -0.99068 0.06248

***

6.
Computed, not measured: a 2-piece molecular cluster, C4H10N3 overall, with ωB97M-V/def2-TZVPD.

Output
Expectation value of S²: 2.0204
Highest occupied orbital energy (spin up / spin down) (eV): -9.9 / -15.1
Kohn-Sham gap (spin up / spin down) (eV): 6.7 / 7.7
Charge: +1
Calculated total energy (Eh): -322.1716
Spin multiplicity: 3

CARTESIAN COORDINATES (ANGSTROEM)
C 2.14136 2.21599 -0.45022
C 0.86778 1.93558 -0.16212
C -2.14151 0.73913 -0.14452
C -0.10123 -2.06234 0.49199
N -1.00902 0.56592 -0.31092
N -3.27138 0.48654 0.44744
N 0.22246 0.75030 -0.40252
H 2.51742 3.15635 -0.20207
H 2.85595 1.45318 -0.77146
H 0.23064 2.64253 0.35352
H -0.69585 -1.57443 1.22110
H -0.07675 -3.21466 0.67223
H -0.46289 -2.05118 -0.50502
H 0.99488 -1.77566 0.64615
H -4.17480 0.89559 0.26842
H -3.22630 0.19334 1.42066
H 0.63091 -0.11762 -0.75481

***

7.
Computed, not measured: a 2-piece molecular cluster, C4H10N3O overall, with ωB97M-V/def2-TZVPD.

Output
Highest occupied orbital energy (eV): -12.7
Kohn-Sham gap (eV): 9.8
Charge: +1
Calculated total energy (Eh): -397.6236

CARTESIAN COORDINATES (ANGSTROEM)
C 0.13678 1.71104 0.47502
C 1.45622 1.39857 0.39191
C -0.54655 0.54860 -0.11477
C 0.39781 -1.54146 -1.43442
N 0.41935 -0.29877 -0.59710
N -1.85019 0.57423 -0.42352
N 1.65570 0.19350 -0.27755
O -0.74404 -0.40942 1.79517
H -0.38737 2.36325 1.08901
H 2.33195 2.00694 0.56114
H -0.44288 -2.13233 -0.86037
H 0.12337 -1.39011 -2.44420
H 1.40552 -2.08272 -1.28628
H -2.49662 1.26450 -0.19371
H -2.29416 -0.22252 -0.96545
H 2.41747 -0.47447 -0.24690
H -0.32640 -1.32688 1.92387
H -1.25598 -0.18195 2.60815

***

8.
Computed, not measured: a 2-piece molecular cluster, C4H10N3O overall, with ωB97M-V/def2-TZVPD.

Output
Highest occupied orbital energy (eV): -14.1
Kohn-Sham gap (eV): 10.8
Charge: +1
Calculated total energy (Eh): -397.6465

CARTESIAN COORDINATES (ANGSTROEM)
C -0.28119 -0.12809 0.03981
C -2.44361 -0.00668 -0.03480
C 1.42260 -1.94971 -0.05773
C 1.79156 1.29428 0.02890
N -2.85816 1.21706 0.05207
N 0.09451 -1.36182 0.01111
N 0.36019 1.01023 0.04883
O -2.84419 -1.10100 -0.15814
H 1.52675 -2.70233 0.72313
H 1.55604 -2.43220 -1.02578
H 2.19353 -1.19993 0.07622
H 2.28776 0.86314 0.89802
H 1.92745 2.37251 0.06426
H 2.25072 0.91881 -0.88582
H -2.25611 2.00599 0.21595
H -3.85548 1.39617 -0.00376
H -0.66428 -2.04158 -0.00555
H -0.20811 1.84516 0.01329

***

9.
Computed, not measured: an isolated ion of composition C4H10N3O and charge +1, with ωB97M-V/def2-TZVPD.

Output
Highest occupied orbital energy (eV): -12.0
Kohn-Sham gap (eV): 8.4
Charge: +1
Calculated total energy (Eh): -397.5772

CARTESIAN COORDINATES (ANGSTROEM)
C -1.67324 -0.17834 -0.17864
C 1.65534 0.91175 -0.67233
C 1.87022 0.00406 0.43117
C -2.94184 0.06423 0.43997
N 0.41049 0.34715 -0.97901
N -0.67590 0.69294 -0.16440
N 2.72197 -0.99737 0.31886
O -1.62065 -1.39055 -0.65447
H 1.78643 1.95827 -0.26435
H 2.38457 0.72558 -1.45772
H 1.27820 0.11965 1.40727
H -3.12415 -0.92448 0.92024
H -3.01651 0.91687 1.21136
H -3.78933 0.26333 -0.31712
H -0.91193 1.68685 0.14285
H 2.89898 -1.56140 1.10201
H 3.49051 -0.95889 -0.26171
H -0.74318 -1.67964 -1.02400

***

10.
Computed, not measured: an isolated ion of composition C4H10N3O and charge +1, with ωB97M-V/def2-TZVPD.

Output
SMILES: [H]/N=C(/CNC)OC=[NH2+]
Highest occupied orbital energy (eV): -13.5
Kohn-Sham gap (eV): 9.5
Charge: +1
Calculated total energy (Eh): -397.5924

CARTESIAN COORDINATES (ANGSTROEM)
H 3.51776 1.11840 -0.03310
N 2.57090 1.41734 -0.03821
C 1.52295 0.81731 0.05469
C 0.12053 1.32692 0.04100
N -0.76442 0.35046 -0.47099
C -2.06803 0.62313 0.04033
O 1.48119 -0.62375 -0.05718
C 0.59119 -1.47780 0.39392
N 0.24419 -2.58297 -0.22873
H 0.02747 1.65016 1.15067
H -0.03472 2.36046 -0.36524
H -0.75746 0.18535 -1.46036
H -2.10597 0.66515 1.18591
H -2.50421 1.61374 -0.50159
H -2.84287 -0.22099 -0.28120
H 0.31191 -1.21199 1.34237
H 0.71212 -2.62966 -1.11400
H -0.02253 -3.38127 0.34171